i.
Here is CH7N4O as an isolated structure from OMol25. Energies are from wB97M-V/def2-TZVPD.

Geometry as ORCA input:
```
! RIJCOSX wB97M-V def2-TZVPD def2/J DEFGRID3
* xyz 1 1
C -1.21 0.07 -0.06
N 0.31 -1.04 -0.44
N -2.10 -0.79 0.33
N 2.12 0.38 0.55
N 1.49 -0.32 -0.59
O -1.34 1.23 -0.53
H -1.64 -1.72 0.57
H -3.09 -0.68 0.77
H 1.39 0.89 0.90
H 2.42 -0.31 1.24
H 2.15 -1.07 -0.83
H 1.52 0.41 -1.37
H -2.30 1.59 -0.42
*
```

- E_HOMO (Eh) = -0.4819
- LUMO level (eV) = -3.933

ii.
Here is a 2-piece molecular cluster, CH7N4O overall from OMol25. Energies are from wB97M-V/def2-TZVPD.

Geometry as ORCA input:
```
! RIJCOSX wB97M-V def2-TZVPD def2/J DEFGRID3
* xyz 1 1
C 1.47 -0.08 -0.27
N 1.64 -1.32 0.21
N 2.18 1.00 -0.12
N -2.74 0.40 0.59
N -1.09 -0.30 -0.86
O -1.88 -0.54 0.09
H 2.11 -1.76 0.97
H 1.24 -1.97 -0.46
H 3.14 0.92 0.28
H 1.87 1.98 -0.33
H -3.32 0.10 1.36
H -3.28 1.00 -0.01
H -1.34 0.57 -1.45
*
```

- E_HOMO (spin up / spin down) (Eh) = -0.5047 / -0.4470
- LUMO level (spin up / spin down) (eV) = -4.051 / -5.614

Most stable structure - i; separation to the second - 1.676 eV.

i.
Here is an isolated ion of composition CH7N4O and charge +1 from OMol25. Energies are from wB97M-V/def2-TZVPD.

Geometry as ORCA input:
```
! RIJCOSX wB97M-V def2-TZVPD def2/J DEFGRID3
* xyz 1 1
N -0.94 -0.31 2.19
O 0.13 0.14 1.77
N 0.15 0.19 0.06
N -0.93 -0.52 -0.38
C 1.19 0.58 -0.61
N 1.37 0.38 -1.92
H -1.68 0.38 2.29
H -1.07 -1.32 2.24
H -1.60 0.05 -0.88
H -1.48 -1.06 0.27
H 1.87 0.90 0.08
H 2.23 0.44 -2.41
H 0.76 0.15 -2.69
*
```

- E_HOMO (Eh) = -0.5105
- LUMO level (eV) = -3.872

ii.
Here is a 2-piece molecular cluster, CH7N4O overall from OMol25. Energies are from wB97M-V/def2-TZVPD.

Geometry as ORCA input:
```
! RIJCOSX wB97M-V def2-TZVPD def2/J DEFGRID3
* xyz 1 1
C -0.43 -0.54 0.35
N 1.90 1.01 -1.11
N 0.65 -0.41 0.70
N -1.69 -0.84 0.34
N -1.98 -1.15 1.73
O 1.12 1.74 -2.14
H 1.82 1.21 -0.19
H 1.63 -0.01 -1.20
H -2.35 -1.19 -0.34
H -1.17 -0.93 2.36
H -2.72 -0.56 2.10
H 1.57 -0.49 0.17
H 1.65 2.16 -2.78
*
```

- E_HOMO (Eh) = -0.5097
- LUMO level (eV) = -5.857

iii.
Here is a 2-piece molecular cluster, CH7N4O overall from OMol25. Energies are from wB97M-V/def2-TZVPD.

Geometry as ORCA input:
```
! RIJCOSX wB97M-V def2-TZVPD def2/J DEFGRID3
* xyz 1 1
C -0.48 0.61 -0.50
N -1.43 1.52 -0.55
N -0.28 -0.55 -1.08
N 1.26 -1.67 1.00
N 0.52 0.84 0.42
O 1.63 0.11 0.35
H -2.40 1.23 -0.80
H -1.41 2.40 -0.14
H -1.01 -1.19 -1.34
H 0.63 -0.94 -1.04
H 2.16 -2.12 0.86
H 1.53 -1.58 1.97
H 0.78 1.69 0.93
*
```

- E_HOMO (spin up / spin down) (Eh) = -0.5280 / -0.5275
- LUMO level (spin up / spin down) (eV) = -5.316 / -4.857

Most stable structure - iii; separation to the second - 0.633 eV.

i.
Here is a 2-piece molecular cluster, C3HN3 overall from OMol25. Energies are from wB97M-V/def2-TZVPD.

Geometry as ORCA input:
```
! RIJCOSX wB97M-V def2-TZVPD def2/J DEFGRID3
* xyz 0 1
C -0.22 0.46 0.06
C -0.85 1.01 -0.80
C -1.45 1.66 -1.85
N -1.92 2.18 -2.73
H 0.37 0.17 0.78
N -0.28 -1.96 -1.71
N -0.21 -3.06 -1.68
*
```

- E_HOMO (Eh) = -0.4099
- LUMO level (eV) = 0.475

ii.
Here is a 2-piece molecular cluster, C3HN3 overall from OMol25. Energies are from wB97M-V/def2-TZVPD.

Geometry as ORCA input:
```
! RIJCOSX wB97M-V def2-TZVPD def2/J DEFGRID3
* xyz 0 1
C 0.30 -0.55 -0.96
C 0.43 0.60 -0.53
C 0.56 1.79 0.11
N 0.57 2.86 0.53
H 0.50 -1.42 -1.51
N -1.20 -1.68 0.62
N -1.17 -1.59 1.73
*
```

- E_HOMO (Eh) = -0.3999
- LUMO level (eV) = 0.083

Most stable structure - i; separation to the second - 0.127 eV.

i.
Here is a 2-piece molecular cluster, C3H5FOS overall from OMol25. Energies are from wB97M-V/def2-TZVPD.

Geometry as ORCA input:
```
! RIJCOSX wB97M-V def2-TZVPD def2/J DEFGRID3
* xyz 0 1
C 1.39 -0.46 0.17
C -0.66 0.72 0.42
C -1.57 -0.03 -0.40
O 3.84 -0.60 -0.30
F -1.56 -1.42 -0.18
S 2.75 0.34 -0.19
H 1.23 -1.37 0.69
H -0.38 1.78 0.04
H -0.85 0.52 1.56
H -1.54 0.23 -1.52
H -2.67 0.29 -0.30
*
```

- E_HOMO (spin up / spin down) (Eh) = -0.3465 / -0.3466
- LUMO level (spin up / spin down) (eV) = -0.527 / -0.526

ii.
Here is a 2-piece molecular cluster, C3H5FOS overall from OMol25. Energies are from wB97M-V/def2-TZVPD.

Geometry as ORCA input:
```
! RIJCOSX wB97M-V def2-TZVPD def2/J DEFGRID3
* xyz 0 1
O 0.04 2.32 -1.87
C 0.40 1.37 -2.44
S 0.71 0.21 -3.44
C 0.20 -0.90 0.30
C -0.39 -0.17 1.58
F -1.64 0.39 1.36
H -0.10 -1.94 0.11
H -0.25 -0.30 -0.42
H 1.28 -0.98 0.36
H 0.22 0.68 1.80
H -0.48 -0.67 2.64
*
```

- E_HOMO (Eh) = -0.3969
- LUMO level (eV) = 0.474

Most stable structure - ii; separation to the second - 4.852 eV.